Entry 1:
Below is a cluster of 2 separate species, C3H10N2 in total at a distorted geometry, with properties calculated with ωB97M-V with the def2-TZVPD basis set.

For the gap between HOMO and LUMO, the calculation gives 10.3 eV. The value obtained for the highest occupied orbital energy is -9.249 eV. As for the energy above the lowest of the compared OMol25 structures with the same formula, charge and spin: 1.276 eV. As for the SMILES: C=N.CCN. As for the total charge: 0. The LUMO energy is 1.087 eV.

Cartesian coordinates (Å):
N (-1.0844, -2.3715, 0.8710)
N (0.7681, 1.0342, -1.9508)
C (0.7382, 0.6698, -0.5523)
C (-2.2172, -2.1571, 1.3705)
C (1.1255, 1.7832, 0.4189)
H (1.6701, 1.4556, -2.1560)
H (-1.1138, -2.6441, -0.0822)
H (-3.1698, -2.1985, 0.8370)
H (-0.2712, 0.3526, -0.2722)
H (2.1975, 1.9727, 0.3746)
H (1.3382, -0.2080, -0.2797)
H (0.8131, 1.4298, 1.3946)
H (0.7829, 0.2084, -2.5414)
H (0.6823, 2.7292, 0.1133)
H (-2.2594, -2.0564, 2.4547)


Entry 2:
Below is a cluster of 2 separate species, C4H8OS2 in total at a distorted geometry, with properties calculated with ωB97M-V with the def2-TZVPD basis set.

For the gap between HOMO and LUMO, the calculation gives 9.2 eV. The value obtained for the highest occupied orbital energy is -8.444 eV. As for the energy above the lowest of the compared OMol25 structures with the same formula, charge and spin: 1.817 eV. As for the SMILES: C=C(S)S.CC=O. As for the total charge: 0. The LUMO energy is 0.756 eV.

Cartesian coordinates (Å):
S (-2.1111, 1.2207, 1.2109)
S (-1.3666, 0.0836, 3.7259)
O (0.2003, 0.4274, -1.2626)
C (0.5746, 1.1913, 2.1228)
C (0.3479, -0.6982, -1.6761)
C (1.0899, -1.1195, -2.9163)
C (-0.6981, 0.8156, 2.2227)
H (1.4041, 0.8423, 2.8642)
H (1.9930, -1.7985, -2.7014)
H (0.9383, 1.8394, 1.3648)
H (-2.4847, -0.4028, 3.2483)
H (-1.5420, 1.1157, 0.0221)
H (-0.0306, -1.6168, -1.1257)
H (1.3877, -0.2192, -3.5872)
H (0.2975, -1.6810, -3.5123)


Entry 3:
Below is the molecule C6H16N2 at a distorted geometry, with properties calculated with ωB97M-V with the def2-TZVPD basis set.

For the gap between HOMO and LUMO, the calculation gives 9.7 eV. The value obtained for the highest occupied orbital energy is -8.622 eV. As for the energy above the lowest of the compared OMol25 structures with the same formula, charge and spin: 3.018 eV. As for the SMILES: CCC[C@H](C)NCN. As for the total charge: 0. The LUMO energy is 1.116 eV.

Cartesian coordinates (Å):
N (-1.6602, 2.0064, 1.1897)
N (-0.6952, -0.3187, 0.7964)
C (-0.9881, 0.8932, 1.6224)
C (1.6307, -1.0584, 1.4471)
C (0.7584, -0.4227, 0.3372)
C (1.0073, -1.1633, -1.0309)
C (0.0594, 0.6914, -2.2901)
C (-0.0969, -0.7998, -2.0386)
H (1.9780, -0.9155, -1.4143)
H (-0.3385, 1.3785, -1.6361)
H (-0.2843, 0.6358, -3.3985)
H (-1.5416, 0.3804, 2.5207)
H (0.9174, -1.0272, 2.2373)
H (1.1680, -2.2562, -0.7851)
H (0.1930, -1.2664, -2.8702)
H (-1.0381, -1.2422, 1.2254)
H (0.0059, 1.2549, 1.8820)
H (2.5278, -0.3938, 1.6315)
H (-1.1096, -0.8951, -1.6540)
H (1.7802, -2.1542, 1.1201)
H (1.0176, 0.9907, -2.6301)
H (1.1521, 0.5390, 0.1039)
H (-1.4785, 2.3186, 0.2989)
H (-2.6862, 1.9957, 1.1838)


Entry 4:
Below is a structure of composition C15H23F3NO2PTi at a distorted geometry, with properties calculated with ωB97M-V with the def2-TZVPD basis set.

For the gap between HOMO and LUMO (alpha / beta), the calculation gives 6.1 / 8.2 eV. The value obtained for the highest occupied orbital energy (alpha / beta) is -5.835 / -8.070 eV. As for the energy above the lowest of the compared OMol25 structures with the same formula, charge and spin: 0.000 eV. As for the total charge: 0. Its multiplicity is 3. The LUMO energy (alpha / beta) is 0.217 / 0.157 eV. The expectation value of S² is 2.0074.

Cartesian coordinates (Å):
Ti (-0.4670, -0.7667, 0.7072)
P (1.9807, -0.9879, 0.3187)
F (-1.3619, 0.8571, 4.8955)
F (0.2759, 2.3347, 5.1374)
F (0.7160, 0.1490, 5.0884)
O (0.7086, 2.1318, 2.5148)
O (-0.4393, 0.1654, 2.3776)
N (-1.8380, -1.2251, -0.7284)
C (-2.6927, -2.4696, -0.7608)
C (2.5086, 0.6826, -0.2819)
C (0.0230, 1.0093, -0.4123)
C (-1.3388, -0.9977, -2.1232)
C (1.3129, 1.3890, -0.8311)
C (-1.0650, 1.7172, -0.9495)
C (0.1009, 1.1955, 2.9959)
C (3.4114, -1.3428, 1.3880)
C (-2.4878, 1.3136, -0.7138)
C (2.2600, -1.9824, -1.1905)
C (-2.7335, -0.0934, -0.1735)
C (0.4094, 3.0875, -2.3027)
C (1.5125, 2.4417, -1.7359)
C (-0.0687, 1.1530, 4.5745)
C (-0.8673, 2.7445, -1.8720)
H (-2.9369, 1.9980, 0.0214)
H (-2.9111, -2.6638, -1.8168)
H (-1.4844, 0.0404, -2.4346)
H (-3.6490, -2.2948, -0.2466)
H (1.7033, -1.5537, -2.0353)
H (3.3215, 0.5522, -1.0092)
H (-3.0890, 1.4597, -1.6274)
H (3.3365, -1.9702, -1.4145)
H (3.3748, -2.3769, 1.7484)
H (0.5587, 3.8580, -3.0721)
H (2.9245, 1.1934, 0.5977)
H (2.5624, 2.7154, -1.9562)
H (-0.2954, -1.3180, -2.1909)
H (4.3261, -1.1778, 0.8028)
H (-1.9381, -1.6299, -2.7935)
H (-0.7611, -2.5752, 1.2651)
H (-2.1850, -3.3452, -0.3458)
H (-2.5864, -0.0973, 0.9310)
H (-3.7583, -0.4166, -0.4118)
H (-1.7644, 3.2176, -2.2875)
H (0.0782, -2.4598, 1.1351)
H (3.3924, -0.6473, 2.2385)
H (1.9211, -3.0147, -1.0197)


Entry 5:
Below is a structure of composition C3H3LiO2Yb at a distorted geometry, with properties calculated with ωB97M-V with the def2-TZVPD basis set.

For the gap between HOMO and LUMO (alpha / beta), the calculation gives 9.9 / 7.5 eV. The value obtained for the highest occupied orbital energy (alpha / beta) is -23.538 / -23.471 eV. As for the total charge: +3. Its multiplicity is 2. The LUMO energy (alpha / beta) is -13.643 / -15.927 eV. The expectation value of S² is 0.7546.

Cartesian coordinates (Å):
Yb (-1.2802, -1.8434, -0.1258)
O (-1.0500, -2.3114, -2.5334)
O (-0.5575, 0.8595, -0.2793)
C (0.9310, 0.6631, 1.5662)
C (-0.1737, 0.1788, 0.7030)
C (-0.9264, -2.4378, -3.6543)
Li (-0.5922, 2.7057, -1.0202)
H (1.0776, 1.7498, 1.4691)
H (0.7203, 0.3124, 2.5882)
H (1.8511, 0.1235, 1.2866)


Entry 6:
Below is a cluster of 15 separate species, C4H38O15 in total at a distorted geometry, with properties calculated with ωB97M-V with the def2-TZVPD basis set.

For the gap between HOMO and LUMO, the calculation gives 10.6 eV. The value obtained for the highest occupied orbital energy is -10.490 eV. As for the energy above the lowest of the compared OMol25 structures with the same formula, charge and spin: 3.195 eV. As for the total charge: 0. The LUMO energy is 0.074 eV.

Cartesian coordinates (Å):
O (2.3403, -0.0046, -0.0614)
O (-2.9515, 2.2263, 1.4846)
O (1.1226, 2.7319, -0.3359)
O (-1.1798, 3.6481, 0.2735)
O (-0.2961, 0.5236, 0.0305)
O (1.4723, 2.7982, 2.8976)
O (0.0086, 2.7558, -2.6895)
O (-0.9942, -3.3491, -1.5530)
O (-1.0352, 1.7240, 3.4691)
O (1.0487, -4.4906, 1.9333)
O (3.0916, 0.7842, 2.3996)
O (2.2421, 0.6993, -3.5588)
O (-1.9445, -0.6978, 1.6179)
O (1.2723, -1.4529, 2.5802)
O (-1.2598, -3.4346, 1.0352)
C (-0.4100, -2.0493, -1.6583)
C (-1.9221, -0.0335, -1.9052)
C (1.0347, -2.5061, -2.1504)
C (-1.2667, -1.1675, -2.6241)
H (2.1636, 2.0929, 2.9073)
H (-1.0249, 0.4143, 0.6835)
H (-1.4073, 0.8232, -1.5303)
H (-2.7404, 0.3361, -2.5834)
H (-2.4731, -0.2270, -0.9204)
H (2.9240, 0.7411, 1.4364)
H (0.0214, 1.4555, -0.0010)
H (1.2409, -3.3549, -1.5500)
H (1.1906, -3.8396, 1.2064)
H (1.0893, -2.6512, -3.2094)
H (-0.3919, 2.5829, -1.8455)
H (-2.0432, -0.6299, 2.5761)
H (1.3654, 2.8080, 1.9272)
H (1.8888, 0.9547, -4.4161)
H (-0.4303, -1.5495, -0.6969)
H (-0.5716, -4.0994, 1.2263)
H (-1.4133, -3.7187, -2.3479)
H (1.5030, 1.0164, -3.0175)
H (2.7749, -0.5361, -0.7373)
H (-1.0434, 1.8695, 4.4396)
H (0.6053, -0.9751, 3.0838)
H (-0.6699, -0.6842, -3.4008)
H (-2.9317, 1.2898, 1.1695)
H (1.2616, -1.1955, 1.6290)
H (2.7430, -0.1204, 2.5441)
H (0.7382, 3.6082, -0.4219)
H (-0.0369, 3.5221, -3.2499)
H (1.1375, -3.8833, 2.6779)
H (-1.5748, -3.5734, 0.1114)
H (-2.3193, 2.1170, 2.2272)
H (1.8393, -1.7722, -2.0536)
H (-1.3874, 3.7990, 1.1912)
H (-0.1322, 2.0021, 3.1870)
H (-1.8363, 3.0749, -0.1155)
H (-1.5956, -1.6073, 1.5115)
H (1.7105, 2.6235, -1.1273)
H (1.5091, 0.2279, -0.5038)
H (-2.0563, -1.6465, -3.1916)


Values for E, Ha, ordered as above
-229.76235; -1028.75625; -347.61391; -2280.95015; -1431.61628; -1303.75698